No. 1
Molecular formula: C30H16BrCl4F6N5O8S2Ti
Method: DFT, ωB97M-V/def2-TZVPD

```
73
Properties=species:S:1:pos:R:3:forces:R:3
Ti -0.85236 -1.06285 -0.11964 -0.908 0.132 0.190
Br -4.02273 -7.03613 2.46942 -0.005 -0.020 0.017
C -3.53528 -5.43734 1.58848 0.027 0.065 0.012
C -3.69405 -5.33740 0.20653 0.004 0.036 -0.065
C -3.34683 -4.17777 -0.45693 0.000 -0.149 0.103
C -2.80280 -3.10849 0.25273 0.030 0.378 -0.097
O -2.45677 -1.99085 -0.38688 0.266 -0.348 -0.121
C -2.65844 -3.20623 1.64973 0.000 0.103 0.172
C -2.26079 -2.03942 2.41513 -0.115 -0.089 -0.078
N -1.70147 -1.03156 1.86280 0.214 0.145 0.046
C -1.47481 0.21839 2.48680 -0.109 -0.045 -0.177
C -1.18792 0.45108 3.79651 0.021 0.027 0.147
C -0.98217 1.77837 4.24644 -0.025 -0.104 -0.035
C -1.08168 2.83314 3.38722 -0.017 -0.011 -0.057
C -1.36957 2.61106 2.01545 -0.061 0.171 0.008
C -1.50823 3.64174 1.05552 0.010 -0.003 -0.018
C -1.77824 3.32447 -0.24462 0.000 -0.027 0.025
C -1.84816 1.96909 -0.61694 -0.030 -0.026 -0.078
N -1.73589 0.98717 0.24811 0.497 0.018 0.151
C -1.53357 1.29857 1.56374 -0.083 -0.140 0.124
C -3.04313 -4.37674 2.31193 -0.031 -0.083 -0.014
H -4.09462 -6.17572 -0.34708 0.001 -0.006 0.009
H -3.46703 -4.08687 -1.52727 0.005 0.015 -0.002
H -2.52318 -2.00463 3.47360 -0.023 -0.014 -0.002
H -1.08901 -0.37283 4.49227 0.001 0.002 -0.006
H -0.74594 1.94551 5.28836 0.004 0.005 0.000
H -0.93587 3.84734 3.73646 -0.002 0.003 -0.006
H -1.39445 4.67463 1.36190 -0.001 -0.003 0.006
H -1.88622 4.08552 -1.00389 -0.009 0.003 0.003
H -1.97684 1.68489 -1.65548 0.036 0.007 0.008
H -2.94628 -4.44541 3.38811 -0.002 0.001 0.000
Cl 3.45470 -5.53911 2.40046 -0.004 0.034 0.003
C 2.65359 -4.06448 2.01503 -0.009 -0.056 -0.037
C 2.97881 -2.88760 2.68685 0.018 0.039 0.031
Cl 4.18646 -2.90018 3.91538 -0.016 -0.006 -0.009
C 2.32421 -1.69009 2.38094 0.092 0.044 0.028
Cl 2.65454 -0.23073 3.24452 -0.007 -0.058 -0.032
C 1.37065 -1.68132 1.37888 -0.053 0.155 -0.006
O 0.65388 -0.63746 0.96215 0.243 -0.053 0.039
C 1.03142 -2.86815 0.73188 -0.132 -0.150 -0.130
O 0.01036 -2.72574 -0.12657 0.002 0.000 0.130
C 1.65802 -4.06061 1.03359 0.030 -0.037 -0.031
Cl 1.16884 -5.48626 0.20564 0.025 0.039 0.044
F 1.03111 -3.43259 -3.18921 -0.199 0.037 -0.047
C 0.03531 -2.59049 -3.42455 0.069 0.073 0.006
F -1.05970 -2.99408 -2.79192 0.130 0.019 -0.091
F -0.20786 -2.54214 -4.72994 0.035 -0.111 0.175
S 0.57186 -0.87573 -2.83510 -0.460 0.331 0.205
O -0.59305 -0.42320 -1.96388 0.542 -0.405 -0.396
O 1.78555 -1.04523 -2.11363 -0.008 -0.029 -0.038
N 0.71017 0.00514 -4.07583 0.031 0.140 -0.124
S -0.45039 0.37001 -5.12646 0.089 -0.082 0.027
O -0.04450 0.00684 -6.44181 -0.037 0.015 0.029
O -1.76312 0.06555 -4.64209 0.008 -0.035 -0.021
C -0.34680 2.21332 -5.10416 -0.114 -0.016 -0.020
F 0.90637 2.64963 -5.11684 0.069 -0.003 -0.016
F -0.98230 2.67607 -6.17358 -0.010 0.049 -0.004
F -0.95274 2.70030 -4.01147 0.028 0.007 0.082
N 4.86394 5.42116 0.11890 -0.050 0.004 0.063
C 3.70210 5.45219 -0.58476 -0.033 0.005 -0.073
O 3.33632 6.41879 -1.22150 0.035 -0.019 0.007
C 2.87442 4.19821 -0.52017 0.014 0.037 0.015
C 2.15327 3.81433 -1.64172 0.004 0.005 0.046
C 1.37793 2.67043 -1.56082 0.031 0.025 -0.022
N 1.26081 1.92910 -0.46027 -0.028 0.038 -0.097
C 1.95313 2.30699 0.60837 -0.059 -0.028 0.066
C 2.77617 3.42532 0.62781 -0.009 -0.049 0.000
H 5.47395 6.21770 0.05546 0.011 0.008 -0.011
H 5.21828 4.56344 0.50007 0.035 -0.007 -0.018
H 2.19941 4.39873 -2.55036 0.009 0.003 0.007
H 0.81921 2.33440 -2.42365 -0.023 -0.021 -0.032
H 1.83727 1.68667 1.48973 0.011 0.002 -0.011
H 3.30270 3.69015 1.53611 -0.005 0.009 -0.002
```
Positions in Å, forces in eV/Å.

Calculated values
Charge   0
LUMO level   -0.0549 hartree
Gap between HOMO and LUMO   7.045 eV

No. 2
Molecular formula: C4H12NO2
Method: DFT, ωB97M-V/def2-TZVPD

```
19
Properties=species:S:1:pos:R:3:forces:R:3
O -2.20052 1.21871 0.68047 -0.028 0.027 -0.099
C -1.11149 1.72259 0.66237 -0.502 -0.334 -0.106
C 0.09980 0.88363 0.25833 -0.136 0.440 0.706
N -0.34704 -0.15871 -0.66203 1.116 -1.642 -0.902
C -0.35795 0.10116 -2.12529 -0.236 0.119 0.027
C 0.74643 0.33160 1.52104 -0.988 1.495 0.903
H -0.96047 2.77161 0.96060 0.228 -0.068 0.069
H 0.82881 1.54794 -0.20018 0.051 -0.224 -0.454
H 0.13464 -1.06589 -0.49168 1.053 0.522 0.222
H -1.20300 -0.56667 -0.36095 -2.072 0.728 0.433
H -0.77494 1.07212 -2.35020 -0.397 0.084 0.088
H -0.90961 -0.70238 -2.59430 -0.267 0.047 -0.146
H 0.63844 0.08732 -2.51951 0.658 -0.045 0.077
H 0.24526 -0.39732 2.14225 -0.401 -0.736 -0.708
H 0.65954 1.16427 2.21696 0.658 0.427 0.137
H 1.76553 0.12415 1.35629 1.123 -0.512 -0.001
H 1.32453 -2.86699 -0.21241 0.410 -0.972 0.541
H 0.66335 -2.82744 1.29335 0.471 -0.689 -0.112
O 0.75868 -2.43969 0.42489 -0.740 1.332 -0.675
```
Positions in Å, forces in eV/Å.

Calculated values
Charge   +1
LUMO level   -0.1133 hartree
Gap between HOMO and LUMO   11.389 eV

No. 3
Molecular formula: C4H7NO
Method: DFT, ωB97M-V/def2-TZVPD

```
13
Properties=species:S:1:pos:R:3:forces:R:3
O -2.29140 0.91743 -0.33378 -0.289 -0.092 0.061
C 0.41152 -0.26832 -0.88256 -0.043 -0.089 -0.165
C 1.24917 0.73628 -0.17015 0.152 0.124 0.014
C 0.38855 -0.20954 0.63423 -0.054 -0.043 0.124
C 0.95737 -1.34139 1.32731 0.367 -0.751 0.414
N 1.37151 -2.29099 1.84437 -0.328 0.931 -0.435
H -3.17198 0.78716 -0.70241 0.021 0.110 0.015
H -0.46974 0.07653 -1.41035 0.204 -0.062 0.108
H 0.90675 -1.14067 -1.29742 -0.052 0.162 0.053
H 0.89026 1.76129 -0.18194 0.128 -0.167 0.019
H 2.32647 0.61778 -0.13868 -0.161 -0.050 -0.001
H -2.11817 0.10730 0.16033 -0.106 0.054 -0.103
H -0.45030 0.24716 1.15106 0.160 -0.126 -0.103
```
Positions in Å, forces in eV/Å.

Calculated values
Charge   0
LUMO level   0.0213 hartree
Gap between HOMO and LUMO   11.273 eV
SMILES   N#CC1CC1.O